[1]
Below is a structure of composition C40H45N7Rh, with properties calculated with wB97M-V/def2-TZVPD.

```
93
Properties=species:S:1:pos:R:3:forces:R:3
Rh 0.211 -0.256 -0.085 -0.3 -0.1 0.0
C -5.925 -2.945 -2.065 -0.1 0.0 0.1
C -6.377 -1.804 -1.203 0.2 0.0 0.1
C -7.707 -1.602 -0.870 0.1 0.1 0.0
C -8.089 -0.527 -0.082 -0.1 0.0 0.0
C -7.146 0.377 0.374 0.0 -0.1 0.1
C -5.812 0.193 0.058 0.0 0.0 -0.1
C -5.430 -0.896 -0.716 -0.4 0.1 0.2
N -4.098 -1.085 -1.110 0.1 0.0 -0.3
C -2.946 -0.790 -0.432 -0.2 -0.3 -0.4
N -3.082 -0.779 0.908 -0.5 -0.3 -0.1
C -2.211 -0.461 1.951 0.7 0.4 0.3
C -0.910 0.020 1.738 0.1 -0.1 -0.1
C -0.153 0.329 2.871 -0.1 0.0 0.2
C -0.648 0.151 4.150 0.1 0.1 0.1
C -1.934 -0.335 4.333 0.2 0.0 -0.1
C -2.735 -0.642 3.250 0.0 0.1 -0.1
C -4.136 -1.145 3.473 0.2 0.1 0.0
N -1.835 -0.659 -1.099 0.3 0.0 0.5
C -1.996 -0.555 -2.502 -0.2 0.0 -0.6
C -1.849 -1.661 -3.341 -0.1 0.2 0.3
C -2.089 -1.555 -4.700 -0.1 -0.1 -0.1
C -2.499 -0.348 -5.236 0.0 0.0 0.0
C -2.650 0.752 -4.408 0.0 -0.1 -0.1
C -2.401 0.675 -3.048 0.2 -0.2 0.1
C -2.572 1.874 -2.172 0.0 0.0 0.0
H -6.747 -3.621 -2.272 -0.1 -0.1 -0.1
H -5.131 -3.505 -1.572 0.1 -0.1 0.0
H -5.536 -2.580 -3.018 0.0 -0.1 -0.1
H -8.454 -2.291 -1.234 -0.1 -0.1 0.0
H -9.129 -0.388 0.166 -0.1 0.0 0.0
H -7.444 1.232 0.961 0.0 0.0 0.1
H -5.070 0.908 0.385 0.0 0.1 0.0
H -3.973 -1.334 -2.081 0.1 0.0 0.1
H -4.011 -1.042 1.212 0.2 0.0 -0.1
H 0.847 0.726 2.770 0.0 -0.1 -0.1
H -0.037 0.383 5.012 0.0 0.1 0.0
H -2.309 -0.472 5.336 -0.1 0.0 0.1
H -4.333 -1.237 4.538 0.0 0.0 0.0
H -4.288 -2.129 3.026 -0.1 -0.1 -0.1
H -4.876 -0.457 3.064 -0.1 0.0 -0.1
H -1.551 -2.617 -2.937 0.1 -0.1 0.1
H -1.977 -2.424 -5.331 0.0 -0.1 -0.1
H -2.705 -0.263 -6.291 0.0 0.0 -0.1
H -2.987 1.691 -4.822 0.0 0.1 -0.1
H -2.464 2.780 -2.760 0.0 0.1 0.0
H -1.821 1.863 -1.384 -0.1 0.1 0.1
H -3.561 1.883 -1.711 -0.1 0.0 0.1
C 1.412 -6.650 0.524 0.0 -0.1 0.0
C 1.031 -5.211 0.549 -0.1 0.4 0.0
C 1.762 -4.265 1.264 -0.2 -0.1 -0.1
C 1.441 -2.925 1.156 0.2 0.0 0.2
N 0.492 -2.465 0.338 0.0 -0.1 0.0
C -0.263 -3.372 -0.286 -0.2 -0.1 -0.2
C -0.052 -4.732 -0.188 0.2 0.0 0.1
H 2.090 -6.898 1.335 0.0 -0.1 0.1
H 1.918 -6.861 -0.419 0.0 -0.1 0.0
H 0.536 -7.292 0.581 -0.1 -0.1 0.0
H 2.584 -4.578 1.893 0.0 0.1 0.1
H 1.973 -2.189 1.744 0.0 0.0 -0.1
H -1.069 -2.981 -0.893 0.0 0.0 0.0
H -0.707 -5.422 -0.697 -0.1 0.0 -0.1
C 1.484 -0.631 -6.259 -0.1 -0.1 0.0
N 1.959 -0.458 -4.912 0.3 0.4 -0.1
C 2.899 -1.461 -4.489 -0.2 0.0 0.0
C 0.939 -0.142 -3.946 0.2 -0.2 0.0
C 1.399 0.864 -2.919 0.0 -0.2 -0.2
C 2.485 1.682 -3.204 -0.1 -0.1 0.1
C 2.861 2.685 -2.326 0.0 0.1 0.2
C 2.114 2.930 -1.189 0.1 0.1 0.0
C 1.007 2.136 -0.906 -0.4 0.1 -0.2
C 0.703 1.045 -1.725 0.2 0.5 0.2
H 2.332 -0.797 -6.920 0.0 0.0 -0.1
H 0.966 0.273 -6.571 -0.1 0.0 -0.1
H 0.795 -1.480 -6.358 -0.1 -0.1 -0.1
H 3.728 -1.501 -5.197 0.1 0.0 0.1
H 2.447 -2.463 -4.432 0.0 -0.1 0.1
H 3.287 -1.200 -3.507 0.1 0.0 0.1
H 0.571 -1.038 -3.423 0.0 0.1 -0.1
H 0.086 0.296 -4.473 0.0 -0.1 0.1
H 3.015 1.525 -4.134 0.0 -0.1 0.0
H 3.714 3.307 -2.561 0.0 0.1 0.0
H 2.373 3.751 -0.536 0.0 0.1 0.1
H 0.371 2.404 -0.064 0.0 -0.1 0.0
N 4.598 -0.124 1.139 0.2 -0.2 -0.1
C 4.184 1.055 1.683 -0.3 0.4 0.1
C 2.865 1.168 1.362 0.5 0.2 0.3
N 2.469 0.080 0.642 0.0 -0.4 0.1
C 3.536 -0.673 0.518 0.1 -0.1 -0.2
H 5.529 -0.506 1.194 -0.1 0.0 -0.1
H 4.836 1.697 2.236 0.2 0.1 0.1
H 2.198 1.974 1.584 -0.1 0.2 0.1
H 3.590 -1.604 -0.010 0.0 -0.2 -0.1
```
Positions in Å, forces in eV/Å.

## Properties
- multiplicity = 5
- net charge = +1
- HOMO (spin up / spin down) (hartree) = -0.34861 / -0.37550
- orbital gap (spin up / spin down) (Eh) = 0.276 / 0.232
- ⟨S²⟩ = 6.012
- F_max (eV Å⁻¹) = 0.82

[2]
Below is the molecule C6H9N at a distorted geometry, with properties calculated with wB97M-V/def2-TZVPD.

```
16
Properties=species:S:1:pos:R:3:forces:R:3
C -0.007 1.588 0.232 -2.2 0.7 3.6
C -1.141 0.534 0.199 0.9 2.5 0.9
C -0.769 -0.509 -0.720 -2.3 -2.8 -2.5
C 0.438 -0.395 -1.572 0.4 0.6 -4.0
C 0.548 -1.195 -0.341 -1.3 -0.6 2.6
N 0.893 -0.548 0.922 2.1 -2.0 1.9
C -0.043 0.446 1.276 -0.4 1.9 -0.6
H -0.242 2.554 0.669 -0.4 0.0 0.0
H 0.853 1.701 -0.338 1.0 -0.4 -1.2
H -2.186 0.946 0.320 1.4 -1.0 0.0
H -1.631 -1.117 -1.152 1.4 0.7 0.6
H 0.237 -0.856 -2.644 1.0 0.5 2.5
H 0.957 0.606 -1.687 -0.6 -1.7 0.2
H 0.602 -2.263 -0.113 0.1 0.1 -1.4
H 1.213 -1.218 1.717 -1.2 1.6 -2.2
H -0.201 0.679 2.328 0.1 -0.1 -0.3
```
Positions in Å, forces in eV/Å.

## Properties
- ΔE to the lowest compared entry with this formula, charge and spin (kJ/mol) = 361.51
- multiplicity = 1
- SMILES = C1[C@H]2[C@H]3C[C@H]3N[C@@H]12
- HOMO (hartree) = -0.29190
- orbital gap (Eh) = 0.330
- F_max (eV Å⁻¹) = 4.38

[3]
Below is a structure of composition C29H29Br2N4OY, with properties calculated with wB97M-V/def2-TZVPD.

```
66
Properties=species:S:1:pos:R:3:forces:R:3
Y 0.565 0.297 0.090 0.1 0.0 0.3
O 0.210 -2.132 0.448 0.0 0.1 0.0
C -0.892 -2.441 1.309 0.0 0.0 0.0
C -2.100 -1.611 0.963 0.1 0.0 0.0
C -3.388 -2.055 1.210 -0.1 0.0 0.0
C -4.448 -1.208 0.929 0.0 0.0 0.0
C -4.184 0.046 0.401 0.0 0.0 0.0
C -2.868 0.402 0.172 0.0 0.0 0.0
N -1.843 -0.406 0.454 -0.1 0.0 0.0
H 0.293 -2.780 -0.258 0.0 0.0 0.0
H -0.564 -2.177 2.317 0.0 0.0 0.0
H -1.120 -3.507 1.278 0.0 0.0 0.0
H -3.556 -3.044 1.614 0.0 0.0 0.0
H -5.466 -1.525 1.113 0.0 0.0 0.0
H -4.981 0.735 0.162 0.0 0.0 0.0
H -2.612 1.366 -0.253 0.0 0.0 0.0
Br -1.337 6.984 -1.071 0.0 0.0 0.0
C -0.894 5.179 -0.747 0.0 0.0 0.0
C -0.399 4.810 0.517 0.0 0.0 0.0
C -0.067 3.492 0.690 -0.1 0.0 0.0
N -0.206 2.542 -0.254 0.0 0.0 0.0
C -0.711 2.901 -1.482 0.0 0.0 0.0
C -1.052 4.256 -1.734 0.0 0.0 0.0
C -0.854 1.870 -2.449 0.0 -0.1 0.0
C -1.368 2.087 -3.757 0.0 0.0 0.0
C -1.454 1.044 -4.623 0.0 0.0 0.0
Br -2.143 1.315 -6.364 0.0 0.0 0.0
C -1.039 -0.254 -4.245 0.0 0.0 0.0
C -0.558 -0.390 -2.971 0.0 0.0 0.0
N -0.456 0.602 -2.074 0.0 0.1 -0.1
H -0.257 5.533 1.305 0.0 0.0 0.0
H 0.338 3.150 1.636 0.0 0.0 0.0
H -1.426 4.563 -2.699 0.0 0.0 0.0
H -1.690 3.069 -4.068 0.0 0.0 0.0
H -1.093 -1.090 -4.924 0.0 0.0 0.0
H -0.217 -1.367 -2.636 0.0 0.0 0.0
C 2.724 -0.487 -0.911 0.0 0.0 -0.1
C 2.909 0.936 -0.996 0.0 -0.1 -0.1
C 3.192 1.710 0.156 0.0 0.0 0.0
C 3.144 3.095 0.138 0.0 0.0 0.1
C 2.792 3.776 -1.020 0.0 0.0 0.0
C 2.506 3.037 -2.176 0.0 0.1 0.0
C 2.556 1.664 -2.163 0.0 0.0 0.0
C 2.681 5.206 -1.021 0.0 -0.1 0.0
N 2.580 6.352 -1.013 0.0 0.0 0.0
H 3.309 -0.995 -0.146 0.0 0.0 0.0
H 2.708 -1.014 -1.863 0.0 0.0 0.0
H 3.486 1.205 1.070 0.0 0.0 0.0
H 3.369 3.655 1.038 0.0 0.0 0.0
H 2.228 3.561 -3.082 0.0 0.0 0.0
H 2.314 1.113 -3.064 0.0 0.0 0.0
C 0.626 -0.486 4.786 0.0 0.0 0.0
C 1.457 0.093 3.630 0.0 0.0 0.0
C 2.457 -0.971 3.165 -0.1 0.0 0.0
C 2.237 1.311 4.156 0.0 0.0 0.0
C 0.562 0.539 2.497 -0.1 0.0 -0.1
H 1.269 -0.803 5.613 0.0 0.0 0.0
H 0.055 -1.357 4.454 0.0 0.0 0.0
H -0.080 0.255 5.165 0.0 0.0 0.0
H 3.104 -1.294 3.985 0.0 0.0 0.0
H 3.092 -0.588 2.364 0.0 0.0 0.0
H 1.933 -1.850 2.778 0.0 0.0 0.0
H 2.906 1.025 4.973 0.0 0.0 0.0
H 1.553 2.077 4.526 0.0 0.0 0.0
H 2.839 1.751 3.357 0.0 0.0 0.0
H -0.233 1.173 2.928 0.0 0.0 0.0
```
Positions in Å, forces in eV/Å.

## Properties
- ΔE to the lowest compared entry with this formula, charge and spin (kJ/mol) = 58.53
- multiplicity = 1
- HOMO (spin up / spin down) (hartree) = -0.25953 / -0.20090
- orbital gap (spin up / spin down) (Eh) = 0.249 / 0.188
- F_max (eV Å⁻¹) = 0.34

[4]
Below is a cluster of 10 separate species, H20O10 in total at a distorted geometry, with properties calculated with wB97M-V/def2-TZVPD.

```
30
Properties=species:S:1:pos:R:3:forces:R:3
O -2.444 2.867 0.053 0.1 0.4 -0.1
H -1.867 2.262 0.518 0.1 -0.4 0.0
H -3.119 2.307 -0.331 -0.2 -0.1 0.0
O -1.810 -2.570 1.467 -0.2 -0.4 -0.1
H -0.868 -2.737 1.437 0.2 0.0 -0.1
H -1.882 -1.635 1.658 -0.2 0.2 0.2
O -0.370 -0.162 -0.030 -0.1 -0.2 0.5
H 0.398 0.402 -0.120 0.3 0.4 0.0
H -0.585 -0.421 -0.926 -0.3 -0.5 -0.4
O 2.862 -0.277 0.258 0.5 -0.2 -0.3
H 2.701 0.354 -0.444 0.0 0.3 -0.2
H 2.372 0.066 1.006 -0.4 0.1 0.5
O 1.592 -2.497 -0.689 -0.4 -0.7 -0.6
H 1.929 -1.663 -0.364 0.5 0.5 0.4
H 1.317 -2.968 0.097 -0.1 -0.1 0.1
O 1.417 0.496 2.512 0.1 0.1 -0.1
H 2.031 1.077 2.960 0.3 0.1 0.3
H 0.556 0.763 2.834 -0.3 -0.2 0.1
O 0.787 -0.116 -3.434 -0.1 0.4 -0.1
H 1.657 0.249 -3.273 0.3 0.0 -0.1
H 0.659 -0.750 -2.729 -0.1 -0.5 0.1
O 1.143 1.927 -0.639 0.5 0.2 0.0
H 1.544 2.634 -0.135 0.2 0.2 0.2
H 0.680 2.371 -1.350 -0.3 0.0 -0.4
O -1.768 -1.202 -2.417 0.4 0.1 0.0
H -2.110 -1.938 -1.909 -0.1 -0.4 0.2
H -2.277 -0.448 -2.119 -0.3 0.2 -0.1
O -1.840 0.333 2.109 -0.4 0.3 0.8
H -1.124 0.101 1.518 0.4 -0.2 -1.1
H -1.581 1.177 2.480 -0.3 0.2 0.3
```
Positions in Å, forces in eV/Å.

## Properties
- ΔE to the lowest compared entry with this formula, charge and spin (kJ/mol) = 255.14
- multiplicity = 1
- SMILES = O.O.O.O.O.O.O.O.O.O
- HOMO (hartree) = -0.39389
- orbital gap (Eh) = 0.379
- F_max (eV Å⁻¹) = 1.15